Entry 1:
Here is C32H58AsCuN5OPSi2 as an isolated structure from the OMol25 dataset. Energies are from ωB97M-V with the def2-TZVPD basis set.

Properties
Frontier orbital gap (alpha / beta) (eV): 3.492 / 5.760
Lowest unoccupied orbital energy (alpha / beta) (eV): 2.1 / 2.1
Charge: -1
ΔE to the lowest compared entry with this formula, charge and spin (kcal per mole): 46.7
2S+1: 2
Energy (Eh): -6399.70374
Max |F| (eV/A): 0.410

Geometry as XYZ:
```
101
Properties=species:S:1:pos:R:3:mulliken_charge:R:1
Cu 0.0570 -0.1416 -0.0583 -0.6719
C -4.4727 -2.1971 0.1814 -0.9904
N -3.6186 -1.8607 1.3780 0.2911
C -2.9890 -3.1331 1.8924 -1.0107
N -2.3044 -3.8647 0.8816 0.2779
C -3.2050 -4.1422 -0.2247 -1.0476
N -3.7674 -2.9364 -0.8082 0.2421
C -2.7878 -2.1933 -1.6152 -1.8079
P -1.0733 -1.9765 -0.8846 2.3242
C -2.5400 -0.9217 0.9408 -1.7331
C -1.0190 -3.3023 0.4385 -1.4025
H -4.8301 -1.2511 -0.2220 0.4528
H -5.3154 -2.7931 0.5501 0.3764
H -4.2472 -1.5139 2.1145 0.4050
H -3.8027 -3.7445 2.2986 0.3639
H -2.3054 -2.8410 2.6876 0.4354
H -4.0270 -4.7663 0.1428 0.2365
H -2.6644 -4.6921 -0.9959 0.4558
H -3.1927 -1.2031 -1.8273 0.4609
H -2.7002 -2.7309 -2.5630 0.4424
H -3.0273 -0.0115 0.5830 0.3018
H -1.9342 -0.6887 1.8195 0.4961
H -0.5252 -2.8437 1.2948 0.1028
H -0.3957 -4.1344 0.0948 0.4385
C 6.0333 -0.2827 -1.2821 -1.3773
Si 4.2940 -0.6728 -1.8938 0.7995
C 4.2928 -0.3884 -3.7556 -1.0899
C 4.0732 -2.5118 -1.5719 -1.0001
As 2.5065 0.4511 -0.8318 0.3638
Si 2.8163 2.6275 -1.6991 0.1457
C 1.8653 2.5977 -3.3150 -1.0014
C 2.0409 3.8916 -0.5652 -0.6646
C 4.5894 3.1561 -2.0571 -1.0901
H 6.7486 -0.9044 -1.8290 0.3773
H 6.1432 -0.5121 -0.2206 0.3322
H 6.3059 0.7618 -1.4384 0.3210
H 5.0064 -1.0666 -4.2318 0.4203
H 4.5928 0.6331 -3.9942 0.2827
H 3.3171 -0.5611 -4.2063 0.3084
H 4.8233 -3.0914 -2.1171 0.4175
H 3.0843 -2.8626 -1.8751 0.0817
H 4.1888 -2.7278 -0.5069 0.2878
H 0.8129 2.3822 -3.1117 0.1506
H 2.2411 1.8410 -4.0075 0.2426
H 1.9272 3.5713 -3.8091 0.4151
H 0.9557 3.7835 -0.5744 0.0130
H 2.2770 4.9041 -0.9048 0.6407
H 2.3947 3.7825 0.4603 -0.0468
H 5.0991 2.4613 -2.7255 0.2091
H 5.1713 3.2434 -1.1382 0.2863
H 4.5760 4.1360 -2.5434 0.4278
C 1.3788 -0.8628 4.1917 -1.8873
C 1.6419 -0.7687 2.7021 2.5700
C 2.2342 -2.0519 2.1526 -1.6169
C 0.7604 0.0292 1.8011 -2.0820
C 2.1875 0.5450 2.1178 1.7200
C 3.2912 0.4789 1.0479 0.1713
C 4.3606 1.5154 1.1826 -0.4614
C 4.3034 2.5295 2.0473 -0.8069
C 3.1751 2.6706 2.9595 -1.0342
C 2.2291 1.7241 2.9990 -1.0047
H 0.7770 -1.7535 4.4034 0.4251
H 0.8272 -0.0027 4.5664 0.4132
H 2.3069 -0.9495 4.7669 0.3392
H 1.6034 -2.8969 2.4481 0.4191
H 3.2435 -2.2481 2.5349 0.4607
H 2.2595 -2.0388 1.0619 -0.0990
H 0.0452 0.6109 2.3975 1.0156
H 3.7764 -0.5000 1.0780 0.5212
H 5.2161 1.4266 0.5244 0.1612
H 5.1067 3.2574 2.0769 0.3551
H 3.1146 3.5360 3.6082 0.3399
H 1.3990 1.8413 3.6853 0.3100
N -0.5668 4.7148 2.1748 -0.4118
C -1.5362 4.8550 1.1602 0.4840
O -2.2065 5.8969 1.1312 -0.7866
C -1.6993 3.7772 0.2257 0.5175
C -2.6465 3.8738 -0.8594 -1.1736
C -2.7506 2.8174 -1.7313 -0.9847
C -1.9643 1.6738 -1.5742 -0.4860
N -1.0589 1.5706 -0.5359 1.6331
C -0.9680 2.5780 0.3035 -0.3481
H -0.3366 5.6159 2.5649 0.2804
H 0.2503 4.1675 1.9502 0.1870
H -3.2375 4.7722 -0.9655 0.4029
H -3.4473 2.8619 -2.5624 0.3807
H -2.0242 0.8304 -2.2471 0.1738
H -0.2545 2.4238 1.1079 -0.2560
C 0.6696 -3.3259 -4.5366 -1.7548
C -0.1835 -2.4435 -3.6252 1.1548
C 0.2924 -0.9999 -3.6942 -0.2636
C -0.1731 -3.0043 -2.1987 -0.8568
H 0.6431 -2.9765 -5.5714 0.4473
H 0.3263 -4.3628 -4.5159 0.4501
H 1.7130 -3.3142 -4.2030 0.2118
H -1.2115 -2.4696 -4.0062 0.2065
H 1.2929 -0.9108 -3.2753 -0.4405
H -0.3405 -0.3284 -3.1161 -0.4707
H 0.3162 -0.6487 -4.7294 0.6716
H 0.8683 -3.0447 -1.8490 -0.3455
H -0.5352 -4.0418 -2.2285 0.4555
```

=====

Entry 2:
Here is C32H58BaF8N2O18S5 as an isolated structure in a non-equilibrium geometry from the OMol25 dataset. Energies are from ωB97M-V with the def2-TZVPD basis set.

Properties
Frontier orbital gap (eV): 6.157
Lowest unoccupied orbital energy (eV): -1.6
Energy (Eh): -5533.25587
Max |F| (eV/A): 2.950

Geometry as XYZ:
```
124
Properties=species:S:1:pos:R:3:mulliken_charge:R:1
Ba 20.2755 -8.8649 17.8958 1.8086
O 22.8574 -8.6066 17.3393 -0.9420
C 23.0965 -9.0746 16.0531 1.6826
C 22.2691 -10.2867 15.5918 2.3637
O 20.8899 -10.3372 15.7950 -1.1727
H 24.1574 -9.3643 15.8954 -0.6968
H 22.9621 -8.2859 15.2696 -1.2929
H 22.7130 -11.1309 16.1836 -0.3228
H 22.5544 -10.6330 14.5751 -1.1796
O 25.7041 -12.3452 19.5140 -0.6975
S 24.3258 -12.5194 19.8207 1.3208
O 23.5072 -13.3836 19.0541 -0.6656
O 24.2100 -12.9525 21.3491 -0.2626
C 24.8222 -14.2187 21.6710 -0.2371
C 24.5678 -14.4899 23.1357 -1.2592
C 23.5252 -10.9619 19.9684 -0.7142
H 25.8974 -14.1847 21.4724 0.3003
H 24.4140 -14.9863 21.0091 0.3444
H 25.0681 -13.7512 23.7588 0.2990
H 24.8747 -15.4904 23.4389 0.3958
H 23.4933 -14.4699 23.3424 0.3162
H 22.7249 -11.0596 20.6948 0.5884
H 23.0888 -10.7673 18.9833 0.1154
H 24.2402 -10.1721 20.1638 0.2170
O 27.1806 -11.0600 12.4655 -0.6466
S 26.0548 -10.4868 11.8380 1.3655
O 26.0176 -10.3140 10.4289 -0.7002
O 24.8306 -11.3905 12.2735 -0.0478
C 23.5599 -11.1343 11.6058 1.0504
C 23.4621 -11.8975 10.3058 -1.6837
C 25.6797 -8.9632 12.6017 -0.2360
H 23.4540 -10.0616 11.4607 -0.2072
H 22.8277 -11.5226 12.3094 -0.1772
H 23.6320 -12.9566 10.5146 0.2754
H 24.1931 -11.5576 9.5789 0.4058
H 22.4542 -11.8039 9.8989 0.3898
H 24.6932 -8.6242 12.2847 -0.1642
H 26.3784 -8.2285 12.1988 0.5499
H 25.7631 -9.0125 13.6818 -0.2140
O 28.4159 -8.1570 17.8411 -0.7165
S 27.5749 -8.9985 17.0596 1.1868
O 27.0617 -8.5513 15.8049 -0.5274
O 28.3700 -10.3272 16.8584 -0.3981
C 27.9763 -11.1655 15.7354 0.3333
C 28.4255 -12.5798 16.0443 -1.3350
C 26.2937 -9.5666 18.1251 -0.3525
H 28.4387 -10.8043 14.8180 0.3629
H 26.9028 -11.1145 15.5417 -0.0782
H 27.9241 -12.9244 16.9498 0.2565
H 29.5026 -12.5705 16.2076 0.3963
H 28.1567 -13.2479 15.2306 0.3081
H 25.7743 -8.7223 18.5671 0.0205
H 26.8521 -10.0958 18.8936 0.4885
H 25.6130 -10.2323 17.6024 -0.1760
O 23.2381 -8.1213 21.6293 -0.5848
S 22.4051 -7.3687 20.7811 1.2473
O 21.2145 -7.9182 20.1682 -0.6964
O 21.9480 -6.1156 21.6157 -0.3320
C 21.0863 -5.1610 20.9723 -0.0947
C 21.0396 -3.9031 21.8061 -1.2996
C 23.4316 -6.6286 19.5600 0.2500
H 20.0897 -5.6121 20.8788 0.2744
H 21.3692 -4.9512 19.9365 0.2693
H 22.0690 -3.5768 21.9808 0.3225
H 20.6272 -4.0806 22.7956 0.3202
H 20.5062 -3.1407 21.2457 0.3932
H 22.8732 -6.2038 18.7325 0.3321
H 24.1588 -7.3506 19.2111 -0.9602
H 23.9380 -5.8017 20.0608 0.6641
O 24.3574 -3.2929 13.5648 -0.6914
S 24.2591 -4.6123 14.0515 1.2529
O 24.8035 -5.7263 13.3586 -0.5295
O 24.8907 -4.5658 15.4974 -0.4421
C 24.8198 -5.7806 16.3033 1.1255
C 25.8413 -5.5931 17.3845 -1.4764
C 22.5472 -4.9067 14.3756 -0.7905
H 25.1144 -6.6264 15.6766 -0.1148
H 23.7680 -5.9218 16.5458 -0.0815
H 25.5816 -4.7830 18.0689 0.3148
H 26.7852 -5.3493 16.9001 0.4251
H 26.0392 -6.4913 17.9680 0.2245
H 22.2800 -4.1924 15.1506 0.3797
H 22.3252 -5.9318 14.6585 0.0800
H 22.0332 -4.6647 13.4468 0.4446
N 20.6829 -9.8052 10.9976 -0.3166
C 21.1057 -9.0548 9.9993 -0.4760
C 21.8587 -7.9053 10.1560 -0.4995
C 22.2476 -7.5602 11.4337 0.0350
C 21.7670 -8.2965 12.5030 0.5552
C 20.9631 -9.3961 12.2385 -1.0535
H 20.8533 -9.3949 8.9988 0.3387
H 22.1350 -7.3045 9.3016 0.4273
H 22.9030 -6.7180 11.6381 0.2852
H 21.8305 -7.9449 13.5239 0.1905
H 20.3993 -9.8791 13.0339 0.3456
N 20.5554 -14.2721 14.2543 -0.4195
C 20.4505 -13.2024 13.4742 -0.1317
C 20.2784 -13.2663 12.0870 0.0348
C 20.1056 -14.5054 11.5118 -0.5873
C 20.1487 -15.6265 12.3304 -0.3299
C 20.3992 -15.4560 13.6867 -0.4391
H 20.5082 -12.2079 13.9157 0.0963
H 20.1764 -12.3430 11.5274 0.4733
H 20.0017 -14.6096 10.4382 0.3939
H 20.0672 -16.6108 11.8871 0.4066
H 20.4177 -16.3012 14.3695 0.4289
C 23.9358 -15.4604 13.9601 -0.8832
C 24.9118 -14.7105 14.8463 1.1591
C 24.2348 -13.6226 15.6532 0.6553
F 23.0551 -14.0881 16.1187 -0.3035
F 25.0069 -13.2437 16.6852 -0.1483
F 25.4667 -15.6353 15.7216 -0.3941
F 25.9370 -14.2085 14.1557 -0.2732
O 24.6855 -16.3041 13.1163 -0.3943
C 23.9890 -16.9045 12.1309 0.9063
C 24.9590 -17.8358 11.4065 0.2220
F 24.3010 -18.4202 10.3744 -0.2829
F 26.0050 -17.1533 10.9143 -0.2393
F 22.9855 -17.6730 12.6458 -0.3311
F 23.4189 -16.0159 11.2971 -0.2455
H 23.3985 -14.7130 13.3583 0.1745
H 23.1988 -15.9561 14.5897 0.3619
H 24.0439 -12.7561 15.0132 -0.2688
H 25.2973 -18.6090 12.0967 0.2628
```

=====

> Which of these has the highest max |F|?

C32H58BaF8N2O18S5

=====

> Among the records above, which one has the highest energy?

C32H58BaF8N2O18S5